Entry 1:
Below is C6H14N2 in the gas phase, with properties calculated with ωB97M-V/def2-TZVPD.

## Properties
HOMO-LUMO gap = 9.02 eV
charge = 0
HOMO level = -7.94 eV
LUMO energy = 0.040 Eh
relative energy (zero: lowest compared OMol25 entry of this formula, charge and spin) = 270.5 kJ/mol

Positions of all 22 atoms, in Å:
1 N -0.75 -0.48 0.50
2 N 0.36 0.20 -0.06
3 C -1.86 0.13 0.67
4 C 0.09 -1.07 -2.19
5 C 1.62 -0.37 0.58
6 C -1.93 1.66 0.43
7 C 1.57 -0.52 2.09
8 C 0.23 0.23 -1.47
9 H -2.50 2.13 1.31
10 H -0.64 -1.68 -1.60
11 H -2.67 -0.41 1.07
12 H 0.68 -1.25 2.29
13 H 2.51 -0.97 2.57
14 H 1.39 0.47 2.55
15 H -0.86 1.93 0.49
16 H -0.64 0.83 -1.75
17 H 1.13 0.79 -1.94
18 H -2.50 1.99 -0.50
19 H 1.96 -1.37 0.08
20 H -0.52 -0.86 -3.14
21 H 2.47 0.33 0.46
22 H 0.89 -1.72 -2.45

Let us look at the Löwdin charges, expressed in e, one per atom:
1 N 0.003
2 N -0.214
3 C -0.166
4 C -0.115
5 C -0.244
6 C -0.087
7 C -0.137
8 C -0.299
9 H 0.083
10 H 0.076
11 H 0.087
12 H 0.085
13 H 0.087
14 H 0.070
15 H 0.065
16 H 0.097
17 H 0.146
18 H 0.084
19 H 0.134
20 H 0.096
21 H 0.103
22 H 0.047

Entry 2:
Below is C6H14N2 in the gas phase, with properties calculated with ωB97M-V/def2-TZVPD.

## Properties
HOMO-LUMO gap = 9.55 eV
charge = 0
HOMO level = -8.49 eV
LUMO energy = 0.039 Eh
relative energy (zero: lowest compared OMol25 entry of this formula, charge and spin) = 135.3 kJ/mol

Positions of all 22 atoms, in Å:
1 N 0.04 -0.03 -0.92
2 N 1.93 -2.41 1.42
3 C -1.38 -0.10 -0.39
4 C -1.73 1.19 0.30
5 C 0.28 1.42 -1.00
6 C 1.07 -0.63 -0.07
7 C -1.04 2.23 -0.61
8 C 0.79 -2.02 0.56
9 H -0.77 3.16 -0.10
10 H -0.09 -2.00 1.18
11 H 1.30 -0.07 0.84
12 H -1.44 -1.06 0.14
13 H -1.99 -0.34 -1.27
14 H -1.67 2.47 -1.46
15 H 2.81 -2.57 0.95
16 H 0.50 1.64 -2.07
17 H -2.80 1.40 0.35
18 H -1.39 1.22 1.34
19 H 1.09 1.88 -0.44
20 H 1.91 -0.75 -0.77
21 H 0.68 -2.82 -0.20
22 H 1.91 -1.82 2.23

Let us look at the Löwdin charges, expressed in e, one per atom:
1 N -0.149
2 N -0.019
3 C -0.183
4 C -0.182
5 C -0.198
6 C -0.216
7 C -0.149
8 C -0.271
9 H 0.100
10 H 0.089
11 H 0.107
12 H 0.091
13 H 0.113
14 H 0.096
15 H 0.061
16 H 0.112
17 H 0.103
18 H 0.106
19 H 0.097
20 H 0.121
21 H 0.116
22 H 0.055

Entry 3:
Below is 2 unconnected molecules or ions with the total composition C6H14N2, with properties calculated with ωB97M-V/def2-TZVPD.

## Properties
HOMO-LUMO gap = 7.50 eV
charge = 0
HOMO level = -6.71 eV
LUMO energy = 0.029 Eh
relative energy (zero: lowest compared OMol25 entry of this formula, charge and spin) = 308.8 kJ/mol

Positions of all 22 atoms, in Å:
1 N 0.98 2.68 -1.05
2 N 1.53 0.43 -0.66
3 C -1.58 -1.56 -0.40
4 C 2.37 -1.29 0.84
5 C -1.64 -0.06 -0.14
6 C 1.34 -0.51 0.11
7 C 0.98 1.32 -1.42
8 C -1.50 0.27 1.34
9 H -1.60 1.34 1.51
10 H -0.52 -0.04 1.69
11 H -2.26 -0.24 1.94
12 H 2.37 -2.30 0.42
13 H 2.08 -1.38 1.88
14 H -2.61 0.32 -0.49
15 H 1.04 1.15 -2.49
16 H -2.37 -2.09 0.14
17 H 3.38 -0.88 0.77
18 H -1.69 -1.78 -1.46
19 H -0.86 0.51 -0.77
20 H 0.77 2.81 -0.07
21 H 0.39 3.24 -1.64
22 H -0.61 -1.94 -0.06

Let us look at the Löwdin charges, expressed in e, one per atom:
1 N 0.059
2 N 0.044
3 C -0.135
4 C -0.098
5 C -0.334
6 C -0.146
7 C -0.263
8 C -0.132
9 H 0.063
10 H 0.043
11 H 0.068
12 H 0.074
13 H 0.066
14 H 0.094
15 H 0.119
16 H 0.067
17 H 0.065
18 H 0.067
19 H 0.079
20 H 0.083
21 H 0.077
22 H 0.039

Entry 4:
Below is C6H14N2 in the gas phase, with properties calculated with ωB97M-V/def2-TZVPD.

## Properties
HOMO-LUMO gap = 8.96 eV
charge = 0
HOMO level = -7.99 eV
LUMO energy = 0.035 Eh
relative energy (zero: lowest compared OMol25 entry of this formula, charge and spin) = 66.4 kJ/mol

Positions of all 22 atoms, in Å:
1 N -0.92 0.58 0.69
2 N 0.70 -1.31 1.76
3 C -1.29 2.04 0.50
4 C 0.39 -1.37 0.41
5 C -0.37 -0.02 -1.67
6 C 0.09 0.07 -0.21
7 C 0.43 -2.50 -0.29
8 C 1.38 0.88 -0.12
9 H -1.25 -0.65 -1.75
10 H 0.42 -0.43 -2.29
11 H 1.63 1.09 0.92
12 H -1.69 2.27 -0.50
13 H -2.04 2.27 1.25
14 H 2.20 0.31 -0.55
15 H 0.25 -2.55 -1.35
16 H -0.42 2.67 0.68
17 H 0.69 -2.19 2.25
18 H 0.23 -0.55 2.23
19 H -0.61 0.97 -2.04
20 H 0.67 -3.44 0.19
21 H -1.77 0.03 0.56
22 H 1.29 1.82 -0.66

Let us look at the Löwdin charges, expressed in e, one per atom:
1 N -0.072
2 N 0.085
3 C -0.087
4 C -0.369
5 C -0.052
6 C -0.547
7 C 0.025
8 C -0.045
9 H 0.085
10 H 0.082
11 H 0.081
12 H 0.069
13 H 0.072
14 H 0.091
15 H 0.037
16 H 0.068
17 H 0.090
18 H 0.077
19 H 0.072
20 H 0.048
21 H 0.114
22 H 0.077

Entry 5:
Below is C6H14N2 in the gas phase, with properties calculated with ωB97M-V/def2-TZVPD.

## Properties
HOMO-LUMO gap (spin up / spin down) = 7.81 / 7.81 eV
charge = 0
HOMO level (spin up / spin down) = -6.98 / -6.98 eV
LUMO energy (spin up / spin down) = 0.031 / 0.031 Eh
relative energy (zero: lowest compared OMol25 entry of this formula, charge and spin) = 352.1 kJ/mol

Positions of all 22 atoms, in Å:
1 N -0.03 0.23 1.03
2 N -1.18 0.27 0.34
3 C 2.30 0.10 1.24
4 C 1.17 -0.10 0.27
5 C 1.30 0.87 -0.91
6 C -2.41 0.47 0.81
7 C -3.49 0.88 -0.22
8 C 1.17 -1.62 -0.20
9 H 2.40 0.85 -1.17
10 H 1.91 -1.69 -1.07
11 H 3.22 -0.22 0.85
12 H -1.03 0.25 -0.70
13 H 1.45 -2.15 0.67
14 H 0.75 0.68 -1.76
15 H -4.15 0.03 -0.13
16 H -2.49 0.46 1.82
17 H 0.96 1.82 -0.68
18 H 1.99 -0.27 2.25
19 H 0.19 -1.81 -0.54
20 H -4.04 1.82 0.19
21 H 2.42 1.14 1.23
22 H -3.00 0.87 -1.18

Let us look at the Löwdin charges, expressed in e, one per atom:
1 N 0.003
2 N -0.062
3 C -0.070
4 C -0.649
5 C -0.059
6 C -0.124
7 C -0.075
8 C -0.021
9 H 0.109
10 H 0.102
11 H 0.066
12 H 0.151
13 H 0.053
14 H 0.041
15 H 0.052
16 H 0.076
17 H 0.053
18 H 0.106
19 H 0.036
20 H 0.106
21 H 0.051
22 H 0.054